Entry from the Open Molecules 2025 dataset: a molecular structure, C14H36LiN8O6P2 (ωB97M-V/def2-TZVPD).

Element x y z (Å)
P: 12.30 9.75 6.99
P: 11.00 11.02 9.54
O: 10.71 12.41 9.09
O: 13.05 10.64 6.03
O: 9.91 9.92 9.40
O: 10.62 10.04 6.60
O: 11.83 11.06 10.95
O: 12.33 8.24 7.12
N: 7.92 7.85 8.21
N: 7.41 13.44 7.07
N: 5.14 13.64 7.96
N: 8.64 7.38 11.00
N: 6.56 11.88 8.76
N: 13.47 11.69 8.51
N: 7.18 14.17 9.42
N: 12.06 5.93 8.47
C: 10.64 6.39 8.82
C: 9.70 5.99 7.71
C: 8.24 6.35 8.16
C: 7.42 12.01 7.57
C: 7.97 14.27 8.15
C: 13.37 9.47 9.52
C: 7.84 5.60 9.44
C: 10.29 5.76 10.12
C: 6.03 13.75 6.82
C: 12.54 10.46 8.68
C: 5.70 14.46 9.04
C: 5.21 12.26 8.42
C: 7.08 12.77 9.86
C: 8.84 5.99 10.53
Li: 9.41 9.20 7.70
H: 10.42 4.64 10.08
H: 8.46 7.35 11.99
H: 12.83 8.58 9.92
H: 5.14 14.16 9.89
H: 11.31 11.46 11.66
H: 7.18 11.27 6.76
H: 12.47 6.59 7.75
H: 8.38 11.68 7.91
H: 4.56 12.10 9.26
H: 10.61 10.70 5.94
H: 9.02 13.95 8.31
H: 9.91 6.46 6.79
H: 6.28 12.80 10.58
H: 13.67 11.75 7.51
H: 11.03 5.95 10.91
H: 5.94 14.77 6.42
H: 5.75 13.05 5.98
H: 13.83 10.04 10.34
H: 8.00 12.41 10.21
H: 7.97 4.53 9.24
H: 12.53 6.11 9.39
H: 8.56 5.25 11.32
H: 11.99 4.94 8.19
H: 6.80 5.80 9.75
H: 9.55 4.89 7.60
H: 7.85 15.29 7.78
H: 7.59 8.04 9.15
H: 5.59 15.53 8.83
H: 14.29 11.63 9.10
H: 12.82 12.46 8.82
H: 4.95 11.60 7.56
H: 9.36 8.01 10.71
H: 7.20 8.06 7.54
H: 10.77 7.43 8.92
H: 14.17 9.07 8.90
H: 7.64 5.95 7.29

The calculation puts the total energy at -58091.6777 eV. As for the total charge: +1. The largest force on an atom is 2.93 eV/A. The HOMO-LUMO gap is 7.5 eV.

Here are the Löwdin charges for atoms 1 to 4, given in e: 0.453 0.371 -0.291 -0.295